C18H34B2BeCl7F2KLiN4O13P3 | the ωB97M-V functional and the def2-TZVPD basis

Last column: Mulliken charge in e.
CARTESIAN COORDINATES (ANGSTROEM)
C 2.564 -3.900 1.014  -1.61
C 2.093 -2.465 0.924  0.95
N 2.425 -1.673 1.850  -0.42
C 1.251 -2.147 -0.293  -1.48
C 0.249 -1.002 -0.196  0.45
P -0.866 -1.131 1.372  -0.19
P -2.122 -2.823 0.984  0.88
O -2.695 -2.969 -0.360  -0.60
O -1.385 -4.350 1.349  -0.40
O -3.257 -2.747 2.109  -0.52
O -0.683 -1.076 -1.221  -0.86
B -1.348 0.230 -1.271  0.67
C -2.397 0.509 -2.547  -0.94
P -3.952 1.175 -2.001  0.60
O -3.995 2.640 -1.902  -0.70
O -4.966 0.625 -3.131  -0.34
O -4.439 0.496 -0.635  -0.51
O -0.165 1.148 -1.178  -0.71
C 0.796 0.480 -0.329  0.55
C 2.131 0.636 -1.048  -1.04
C 3.372 0.764 -0.162  -0.30
N 4.489 1.283 -0.973  -0.68
H 3.620 -3.912 1.283  0.40
H 2.441 -4.442 0.077  0.41
H 2.029 -4.404 1.823  0.22
H 2.082 -0.721 1.716  -0.02
H 0.663 -3.052 -0.488  0.43
H 1.883 -2.028 -1.177  0.61
H -0.068 -1.593 2.439  0.10
H -1.288 -4.818 0.491  0.38
H -4.057 -3.145 1.729  0.36
H -2.003 0.505 -0.265  -0.14
H -2.017 1.293 -3.204  0.65
H -2.574 -0.361 -3.188  0.51
H -5.870 0.857 -2.879  0.28
H -4.111 -0.409 -0.542  0.37
H 0.764 1.045 0.610  0.44
H 2.298 -0.181 -1.762  0.29
H 2.090 1.554 -1.628  0.21
H 3.637 -0.216 0.246  0.32
H 3.153 1.444 0.662  0.11
H 5.348 0.835 -0.672  0.30
H 4.371 0.958 -1.929  0.26
C 0.475 4.768 -3.483  -0.59
C 1.168 3.509 -3.555  0.78
N 1.705 2.492 -3.613  -0.66
H 1.210 5.646 -3.496  -0.26
H -0.179 4.899 -4.344  0.37
H -0.116 4.827 -2.569  0.30
Be -2.118 -5.598 2.243  0.28
B 1.968 0.411 6.190  0.66
O 1.775 0.443 4.745  -0.42
C 2.903 0.839 4.159  0.76
O 3.076 0.981 2.989  -0.50
C 3.956 1.077 5.282  0.29
O 5.082 1.433 5.138  -0.57
O 3.355 0.802 6.442  -0.34
F 1.750 -0.931 6.700  -0.41
F 1.068 1.231 6.860  -0.29
K -0.048 0.708 -3.606  1.02
Cl 2.306 7.156 -3.896  -0.57
C 1.678 2.726 9.804  0.31
Cl 0.235 3.488 9.185  -0.06
Cl 1.407 0.903 9.775  -0.27
Cl 3.064 3.089 8.827  -0.02
Cl 1.947 3.156 11.481  -0.08
C -4.932 0.048 -6.258  -0.54
O -4.786 -0.579 -5.099  -0.29
H -4.040 -0.011 -6.911  0.25
H -5.837 -0.244 -6.820  0.28
H -5.057 1.155 -6.105  0.28
Cl 1.510 1.497 -6.998  -0.14
C 1.668 2.748 -8.271  -0.49
C 2.704 3.790 -7.936  -0.49
Cl 2.234 4.844 -6.587  -0.09
H 0.687 3.191 -8.421  0.30
H 1.961 2.223 -9.179  0.31
H 2.844 4.430 -8.806  0.32
H 3.655 3.328 -7.682  0.30
Li 1.175 -1.040 8.541  0.91
C -5.645 -6.104 4.937  -0.74
C -4.196 -5.966 4.930  0.38
N -3.052 -5.859 4.906  -0.38
H -5.921 -7.146 5.085  0.29
H -6.077 -5.508 5.738  0.28
H -6.055 -5.765 3.986  0.25

Lowest unoccupied orbital energy = -5.46 eV
HOMO level = -0.2465 hartree
Multiplicity = 1
F_max = 1.958 eV Å⁻¹